The following is a DFT calculation (the ωB97M-V functional and the def2-TZVPD basis) of a cluster of 10 separate species, C102H131N7O14 in total in a non-equilibrium geometry.

F_max, eV/Å: 4.990
Net charge: +1
Orbital gap (spin up / spin down), eV: 6.233 / 2.851
Molar mass, g mol⁻¹: 1679.2
Spin multiplicity: 2
HOMO (spin up / spin down), Eh: -0.3413 / -0.3413
<S²>: 0.75

Structure (XYZ):
```
254
Properties=species:S:1:pos:R:3:forces:R:3:lowdin_charge:R:1
C -1.3290 3.4199 -4.1523 -1.0472 -0.1175 0.2964 -0.080
C -0.7871 2.2230 -3.7734 -0.2223 -1.6102 -0.9694 -0.057
C -0.4616 1.2402 -4.7554 0.2800 0.2973 -0.0359 0.027
C -0.5652 1.5046 -6.1254 -1.4024 3.3792 -0.5868 -0.054
C -1.2025 2.7761 -6.4701 1.2535 -0.5529 0.3512 -0.067
C -1.5351 3.6943 -5.4808 0.6487 0.2064 -1.2344 -0.008
C -1.3318 3.2130 -7.8904 0.1307 -0.2603 -2.5629 -0.231
O -1.7814 4.2879 -8.2943 0.4819 -1.6101 1.5121 0.068
C -0.7560 2.2290 -9.0077 0.2096 1.8418 0.7131 -0.052
C -0.7559 2.7715 -10.3171 -0.7299 -1.3334 1.1159 -0.004
C -0.1062 2.0885 -11.3350 -0.7041 0.2137 0.0837 -0.065
C 0.6165 0.9500 -11.0424 0.5176 -1.0995 1.4895 -0.064
C 0.6538 0.4237 -9.7356 -0.7400 0.4969 0.6139 0.011
C -0.0614 1.0559 -8.6861 0.1748 1.3483 -0.4618 -0.091
C -0.0409 0.6555 -7.2443 -0.5372 -3.5196 1.2032 -0.246
O 0.2520 -0.5019 -6.9022 0.2928 1.5112 -0.9597 0.078
H -1.8468 4.0343 -3.4306 0.6727 0.4586 0.2729 0.101
H -0.7410 2.0136 -2.7149 0.2321 -0.3381 -0.1011 0.084
H -0.1427 0.2480 -4.4722 0.3199 0.0147 0.1654 0.114
H -1.7597 4.7054 -5.7870 -0.7297 -0.0529 -0.1202 0.127
H -1.4397 3.6000 -10.4288 0.3846 0.3044 -0.4589 0.112
H -0.2544 2.3564 -12.3707 0.2572 0.3607 -0.0381 0.109
H 1.1862 0.4205 -11.7917 -0.1233 0.0469 -0.2247 0.105
H 1.1789 -0.4787 -9.4593 0.2274 -0.0748 -0.3144 0.113
C -0.0510 -2.5872 1.0574 0.3632 1.9065 -0.1847 -0.024
C 1.0065 -1.8664 1.6298 -0.5947 0.8449 0.1255 -0.062
C 1.2807 -0.4864 1.3425 -1.7149 -0.9372 0.0835 0.004
C 0.3247 0.2374 0.6054 0.0652 -2.3805 -0.3573 -0.057
C -0.6891 -0.5404 -0.0771 0.2655 1.6051 1.7906 -0.068
C -0.8902 -1.8846 0.1706 0.8684 -0.9497 0.0897 0.006
C -1.8190 0.1920 -0.6818 -1.1384 -0.1943 -1.1014 -0.254
O -2.7178 -0.4134 -1.2610 0.8914 0.8690 0.5890 0.100
C -1.8445 1.7000 -0.5775 0.1027 -0.9739 0.1498 -0.124
C -2.9073 2.3960 -1.0821 -0.5682 0.2935 -0.8050 -0.014
C -2.9756 3.7858 -1.0329 -0.0136 -0.1566 0.9401 -0.034
C -1.8845 4.5588 -0.5622 -1.4958 -1.6434 -0.3014 -0.017
C -0.7738 3.8291 -0.1778 0.1488 0.3190 0.9093 -0.019
C -0.8083 2.4312 -0.0501 2.2582 0.4831 0.6131 -0.087
C 0.3820 1.7204 0.5916 0.6557 0.6041 -1.4143 -0.248
O 1.4147 2.2799 0.9530 -1.2465 -0.0647 0.0730 0.071
H -0.2429 -3.5890 1.4122 -0.0384 -0.0727 -0.2529 0.084
H 1.4149 -2.3128 2.5244 0.9358 -0.1877 -0.3075 0.087
H 2.0780 0.0641 1.8197 0.0838 -0.1135 0.1404 0.095
H -1.7271 -2.3781 -0.3013 -0.1213 0.0713 -0.0322 0.119
H -3.6709 1.8125 -1.5748 -0.3641 0.0861 0.1681 0.105
H -3.9794 4.1483 -1.1980 0.1408 0.7282 -0.4518 0.104
H -1.9915 5.6172 -0.3755 0.3327 0.0959 -0.4164 0.119
H 0.0800 4.4030 0.1513 0.2517 -0.2532 0.1581 0.102
C -5.5647 4.4882 -6.7968 -0.1267 1.2803 0.9493 -0.025
C -6.2845 4.9914 -5.6751 0.6289 -0.3029 -2.1198 -0.037
C -6.3580 4.2017 -4.5781 -1.0217 -0.1667 1.3277 -0.033
C -5.8309 2.9237 -4.5450 -1.0222 1.1575 2.0946 -0.069
C -5.1645 2.4915 -5.6533 0.3291 -3.1302 1.4190 -0.127
C -4.9630 3.2493 -6.7546 -1.2016 1.1455 -1.7181 -0.021
C -4.8012 1.0458 -5.6400 1.9836 1.0112 -3.2776 -0.264
O -4.1064 0.6243 -6.5859 -1.2236 0.0574 1.6541 0.083
C -5.1883 0.2195 -4.5328 -0.5181 -2.4642 1.6045 -0.089
C -5.0641 -1.1787 -4.6665 0.7501 0.9134 1.3770 0.030
C -5.1965 -1.9653 -3.5106 -0.5354 0.0134 -0.8682 -0.058
C -5.6145 -1.4582 -2.2859 0.7162 2.0979 0.4057 -0.043
C -5.6925 -0.0301 -2.0818 -0.7335 -2.5007 -2.5918 0.014
C -5.5924 0.7253 -3.2751 -0.3189 0.7395 0.9346 -0.097
C -6.1128 2.1276 -3.2441 0.5519 0.3216 -0.0508 -0.249
O -6.7165 2.5775 -2.2677 0.9472 -0.2789 -1.6915 0.074
H -5.4466 5.0940 -7.6831 -0.2445 0.0184 -0.1348 0.110
H -6.8965 5.8761 -5.7700 0.3078 0.2888 0.1171 0.109
H -6.9704 4.4760 -3.7319 0.0132 0.2800 0.1823 0.104
H -4.7096 2.8388 -7.7209 0.8737 -0.2988 0.2858 0.131
H -4.7298 -1.5873 -5.6087 -0.0475 -0.0757 -0.0020 0.120
H -5.0028 -3.0213 -3.6272 -0.2250 -0.1940 0.1594 0.102
H -5.8277 -2.1298 -1.4674 0.1971 -0.0495 0.1080 0.102
H -6.0366 0.3839 -1.1456 0.0793 0.2120 -0.1265 0.117
C 9.7509 7.4713 5.7029 -1.7219 -1.0306 -0.6686 -0.060
C 8.7860 8.1378 6.4122 0.1259 -0.2310 -0.0059 -0.061
C 7.4179 8.0342 6.0760 0.9979 0.4071 -0.0083 0.006
C 7.0148 7.1151 5.1154 -0.0617 -1.3284 -0.4220 -0.084
C 7.9854 6.3363 4.3820 -0.0409 0.9246 -0.6356 -0.055
C 9.3261 6.6327 4.6407 1.1750 0.2509 0.3697 -0.005
C 7.5623 5.3876 3.2121 0.4483 -0.7332 0.8044 -0.230
O 8.3666 4.8218 2.4644 -1.7318 1.4430 1.5287 0.085
C 6.0447 5.0797 3.1695 -0.9002 -0.7775 -1.0188 -0.028
C 5.5841 4.0909 2.1921 2.3166 2.3449 1.3444 0.000
C 4.2630 3.9545 1.9527 -1.2354 0.1644 -0.8463 -0.107
C 3.3439 4.7437 2.6160 -0.4383 0.2441 0.7511 -0.078
C 3.7045 5.5405 3.6955 -0.0494 0.6761 -0.8581 -0.037
C 5.0531 5.7779 3.9467 2.7446 -0.6987 -0.4363 -0.083
C 5.5401 6.7935 4.9810 -1.2591 0.2296 0.1155 -0.257
O 4.6900 7.2955 5.7044 0.9685 -0.1956 -0.4210 0.090
H 10.7637 7.5740 6.0635 0.2379 -0.1830 -0.6158 0.111
H 9.2702 8.6474 7.2321 -1.1128 0.8271 0.3433 0.109
H 6.7319 8.7543 6.4972 -0.3830 -0.4603 0.2927 0.121
H 10.1838 6.2878 4.0823 -0.4871 -0.8164 -0.5571 0.116
H 6.3175 3.7098 1.4970 0.1863 -0.4406 0.2798 0.116
H 3.8755 3.4016 1.1098 0.1992 -0.3939 -0.0385 0.098
H 2.3379 4.7882 2.2257 -0.2673 -0.2560 0.2625 0.109
H 2.9439 6.1477 4.1638 0.1025 0.0583 0.3050 0.123
C 2.0673 5.1112 -1.7904 -1.3573 2.6076 1.6905 -0.778
O 1.3636 6.0071 -1.3596 -1.7647 0.0991 0.4007 0.031
N 3.3329 5.1458 -1.4612 4.0854 -0.2270 0.3965 0.158
N 1.6947 4.0689 -2.4742 -1.1627 -2.5322 -2.1559 0.198
H 3.5198 5.4883 -0.5297 0.3763 0.2241 -0.5305 0.106
H 3.9773 4.5306 -1.9370 0.1452 0.0114 0.7053 0.107
H 2.3948 3.6763 -3.0872 -0.5539 -0.4734 0.0503 0.120
H 0.7123 3.8910 -2.6270 0.3130 0.3053 -0.4946 0.074
C 8.4557 -1.7281 1.6724 0.7822 0.6183 -1.6438 -0.021
C 7.6595 -2.9960 1.7219 -1.3588 -0.3311 0.6945 -0.556
C 7.0293 -3.2141 3.0905 -3.4250 0.9210 0.4349 -0.099
C 5.7170 -2.3340 3.2239 2.0593 0.8085 2.3098 -0.202
C 4.6617 -2.6600 2.2613 0.6160 1.7522 0.1296 -0.169
C 5.2772 -2.4407 0.9047 -1.2195 -2.5455 -4.1148 -0.465
N 6.5620 -3.1916 0.7155 -0.7714 0.8843 1.5438 -0.069
O 7.0046 -2.9656 -0.6189 0.2909 -0.3640 0.6481 -0.015
C 4.2402 -3.1675 -0.0468 -0.1443 -0.3556 0.5423 -0.032
C 5.2955 -1.0054 0.3406 0.2250 0.5032 1.1426 -0.019
C 8.5454 -4.1616 1.5962 1.8433 -2.4135 -0.3184 -0.071
H 8.9193 -1.8250 0.6906 0.3429 0.5023 -0.1870 0.088
H 9.2904 -1.6787 2.3717 -0.2619 -0.1999 0.2716 0.094
H 7.9462 -0.7651 1.6388 -0.3332 -0.2327 0.3615 0.074
H 6.5697 -4.1997 3.1650 0.5534 -0.4834 -0.1620 0.117
H 7.6644 -3.0863 3.9671 0.3518 0.1940 -0.3997 0.125
H 5.9466 -1.2715 3.1437 0.4324 0.2702 -0.4169 0.103
H 5.3245 -2.3324 4.2407 0.0581 -0.6494 0.3741 0.083
H 3.9682 -1.8212 2.3217 -0.7612 -0.3293 0.1724 0.100
H 4.1822 -3.6008 2.5314 0.0433 -0.1631 -0.8169 0.132
H 3.2779 -2.6591 0.0142 0.1446 0.7974 -0.6670 0.061
H 4.6207 -3.3312 -1.0550 -0.2934 0.3753 0.0088 0.083
H 3.8616 -4.1142 0.3386 0.8701 -0.5718 0.1968 0.069
H 4.2677 -0.6478 0.2781 -0.0377 0.2687 0.5510 0.071
H 5.9296 -0.4064 0.9943 -0.3473 0.5486 0.1000 0.062
H 5.6617 -0.7954 -0.6643 0.3343 -1.0163 -0.0291 0.090
H 9.3173 -4.1377 2.3655 0.0633 0.0449 0.1250 0.096
H 9.0838 -4.4060 0.6806 0.0491 1.0118 -0.4877 0.090
H 8.0198 -5.1083 1.7211 -0.4324 0.1371 0.4206 0.091
H 7.0685 -3.8934 -0.8569 0.2307 0.0270 -0.7816 0.107
C -6.8032 5.9697 0.5987 -0.8414 -0.0086 0.5491 -0.030
C -7.2726 7.3808 0.0629 0.5271 -0.4584 -2.2920 -0.441
C -7.5161 7.1342 -1.4936 -0.8682 -0.6000 1.0291 -0.134
C -8.8420 6.3697 -1.8304 0.7442 0.6850 1.8554 -0.161
C -10.0909 7.1278 -1.1780 2.9378 -1.3593 -2.3571 -0.128
C -9.8386 7.4161 0.3388 -0.9265 0.1334 -1.9023 -0.461
N -8.5047 7.9906 0.5947 -0.0589 -0.7564 -4.0315 -0.168
O -8.3484 8.4528 1.8289 0.1166 0.5382 2.6215 0.015
C -10.9476 8.4680 0.5339 -0.9732 0.6188 1.1072 -0.045
C -10.1407 6.1166 1.0736 -0.5554 -0.5414 1.2308 -0.028
C -6.1059 8.4261 0.2023 -1.7086 -0.0127 0.3308 -0.027
H -5.8376 5.5895 0.2652 0.5588 1.0172 0.1217 0.065
H -7.3737 5.0974 0.2799 -0.9048 0.3682 -0.0968 0.065
H -6.8516 5.9538 1.6875 0.3475 -0.0685 0.1973 0.070
H -7.5560 8.0135 -2.1366 0.4966 0.4353 0.4647 0.115
H -6.6982 6.4727 -1.7789 0.2008 0.2350 -0.4093 0.095
H -8.7491 5.3847 -1.3730 -0.1775 -0.2608 -0.2693 0.080
H -8.7472 6.2805 -2.9126 -1.0177 -0.1290 -0.0834 0.094
H -10.9740 6.5270 -1.3956 -0.1350 -0.1301 0.7665 0.115
H -10.2145 7.9605 -1.8703 -0.0177 0.8237 0.7744 0.112
H -11.4962 8.4407 1.4753 0.4235 -0.2448 0.4757 0.076
H -10.6768 9.5180 0.4234 0.6382 -0.1980 -0.1938 0.090
H -11.7544 8.3099 -0.1817 0.1219 -0.1730 -0.1630 0.075
H -11.1777 6.1088 1.4091 -0.1507 0.0952 -0.0716 0.082
H -10.0249 5.1610 0.5623 0.3349 0.3056 -0.5662 0.080
H -9.5811 5.9867 1.9999 0.2465 0.2764 0.1475 0.075
H -5.2855 8.2057 -0.4806 -0.0087 0.0083 0.2284 0.080
H -5.8096 8.6055 1.2358 0.4234 -0.6313 0.0267 0.072
H -6.5857 9.3803 -0.0156 0.2276 0.1204 -0.6098 0.083
H -8.1320 7.6653 2.3334 0.0345 -0.1469 1.0650 0.089
C 2.8414 -0.8389 8.5543 0.6496 -1.2736 0.1091 -0.013
C 3.1371 -0.3313 7.1459 -1.3439 -1.0788 -1.4560 -0.381
C 2.1106 -1.0009 6.1375 0.7156 -1.0372 -0.7353 -0.118
C 1.9973 -0.4193 4.7105 1.5865 1.3163 2.7215 -0.176
C 1.7256 1.0625 4.9271 0.6291 1.1025 -0.7760 -0.084
C 2.6718 1.9892 5.9457 -1.4019 -1.9958 -1.5542 -0.398
N 2.9426 1.1392 7.0981 2.4056 -1.0626 0.2210 0.060
O 3.5730 1.7313 8.1756 -0.6652 0.0736 -1.2002 0.093
C 4.0338 2.4957 5.3357 0.6263 -1.0750 0.5971 0.040
C 1.7796 3.1194 6.3934 0.4830 -0.1598 -0.0378 -0.005
C 4.6038 -0.8669 6.6523 -0.4624 2.4009 0.9353 0.030
H 3.2782 -0.3594 9.4304 -0.0037 0.4689 -0.4069 0.094
H 3.3830 -1.7840 8.5145 -0.3703 -0.3575 0.4226 0.094
H 1.7946 -1.0815 8.7371 -0.0126 0.3040 -0.1406 0.098
H 2.5087 -2.0103 6.0333 -0.0744 -0.2127 0.1454 0.120
H 1.0725 -1.1652 6.4261 0.1008 0.5174 1.0123 0.126
H 1.1554 -0.9385 4.2525 0.5329 0.2781 -0.6025 0.114
H 2.9801 -0.3809 4.2407 -0.1770 -1.1499 -0.6826 0.103
H 0.6564 1.1347 5.1265 0.1100 0.7314 0.5409 0.122
H 1.9165 1.5145 3.9538 -0.3435 0.5217 -0.0421 0.108
H 4.5723 1.6486 4.9108 -0.2403 -0.0672 -0.4719 0.082
H 4.0278 3.3226 4.6256 -0.8771 -0.3144 -0.0339 0.056
H 4.7511 2.8205 6.0894 -0.4290 0.1520 0.5734 0.098
H 1.5778 3.6246 5.4489 -0.0950 0.6654 0.4350 0.106
H 0.8443 2.7383 6.8035 0.0451 0.1251 0.0749 0.099
H 2.3629 3.6692 7.1320 -0.4575 0.7287 -0.2480 0.099
H 4.7805 -0.5044 5.6396 0.0820 -0.3478 0.0518 0.058
H 4.8169 -1.9275 6.7857 -0.9510 -0.0470 -0.2197 0.099
H 5.3180 -0.3880 7.3222 0.2084 0.2487 -0.1278 0.091
H 2.8136 1.8918 8.7405 -0.1453 0.4967 1.0056 0.145
C -0.3801 -5.2539 -1.5366 -1.0959 -0.3225 -0.2582 -0.053
C -0.5312 -6.0225 -2.8712 -0.3957 0.7171 0.1614 -0.413
C 0.6521 -5.3976 -3.7075 0.3435 -2.4441 -0.9899 -0.114
C 1.1316 -6.4589 -4.7769 -0.5724 2.8709 0.8033 -0.188
C 1.4191 -7.8115 -4.1904 -0.5228 -0.4528 -1.5075 -0.126
C 0.1770 -8.4375 -3.4783 0.1667 0.0733 0.7049 -0.484
N -0.3035 -7.4695 -2.4709 2.0925 2.2117 -1.7739 -0.119
O -1.3672 -7.9076 -1.6939 -0.7241 -0.2235 -0.1180 -0.039
C -0.8274 -8.9238 -4.5450 -0.8756 -0.4667 0.9078 -0.036
C 0.5860 -9.6455 -2.6342 0.7538 -0.4746 -0.8046 -0.042
C -1.9686 -5.8377 -3.5599 1.1609 -0.9437 0.7033 0.002
H 0.6161 -5.4364 -1.1337 -0.0449 0.2084 -0.0816 0.068
H -1.1077 -5.6156 -0.8100 -0.1327 0.1620 0.2293 0.061
H -0.5746 -4.1945 -1.7038 0.1837 0.0989 0.0797 0.078
H 0.5285 -4.4465 -4.2255 -1.1311 -0.0148 0.0915 0.113
H 1.4909 -5.1473 -3.0580 0.0957 -0.5013 0.3213 0.098
H 1.9300 -5.9417 -5.3090 0.7623 -0.6114 0.1729 0.107
H 0.3961 -6.4732 -5.5812 -0.4992 -0.4834 0.2031 0.103
H 2.4001 -7.8895 -3.7217 -0.3500 0.1718 0.7289 0.121
H 1.5444 -8.3505 -5.1295 0.1285 -0.9263 0.1769 0.116
H -0.5763 -9.9534 -4.8001 0.6305 0.3375 -0.9614 0.079
H -1.7941 -9.1719 -4.1068 -0.2816 0.5824 0.5416 0.080
H -1.0550 -8.2383 -5.3613 0.4799 -0.2618 -0.1681 0.077
H 1.5098 -9.4607 -2.0859 -0.2559 0.3382 0.4231 0.081
H -0.2228 -9.9919 -1.9908 0.1435 0.0499 -0.0380 0.081
H 0.8804 -10.4409 -3.3189 -0.2220 -0.2955 -0.0115 0.081
H -2.2469 -6.7212 -4.1345 0.6252 0.0564 -0.5797 0.055
H -1.9882 -4.9525 -4.1955 -0.3006 0.0331 0.2932 0.077
H -2.7650 -5.9393 -2.8227 0.0716 0.9474 0.3353 0.067
H -1.0755 -7.5777 -0.8408 -0.3082 -0.2615 0.5141 0.046
C -3.3272 -6.8712 1.6793 1.1056 -1.0000 0.6377 -0.012
C -2.1519 -7.6935 2.2797 1.1310 0.0418 0.4405 -0.480
C -1.9754 -9.0067 1.4875 0.5753 -1.8132 0.8256 -0.127
C -0.6100 -9.7149 1.6107 1.5085 1.1741 0.4292 -0.157
C 0.5059 -8.6493 1.2919 -0.9378 -1.5451 1.4714 -0.115
C 0.4903 -7.4403 2.2968 -0.4749 -1.0850 -1.3053 -0.472
N -0.9101 -6.8822 2.1393 1.3904 -0.5725 -1.2594 -0.098
O -1.0382 -5.6828 2.8475 -0.1381 0.5621 0.5117 -0.036
C 0.9920 -7.8545 3.6922 -1.1721 -0.1986 -0.0640 -0.022
C 1.5466 -6.4948 1.7395 -1.0172 1.3800 -0.3080 -0.049
C -2.4190 -8.0137 3.7557 -0.9751 -1.3926 1.1441 -0.037
H -3.4375 -5.9764 2.2919 -0.1036 0.2324 -0.4800 0.081
H -4.2449 -7.4517 1.7738 0.0197 -0.0099 -0.1771 0.092
H -3.0454 -6.7449 0.6339 -0.4612 0.5894 -0.0481 0.075
H -2.5528 -9.7573 2.0272 -1.0843 0.2518 -0.5318 0.112
H -2.2278 -9.0242 0.4273 -0.3497 0.5838 0.0952 0.109
H -0.5024 -10.6162 1.0073 -0.3304 0.3798 -0.8400 0.108
H -0.4602 -10.2045 2.5730 -0.0744 0.6343 0.6528 0.100
H 0.2806 -8.4317 0.2478 0.5505 0.8168 0.0472 0.088
H 1.5090 -9.0657 1.3839 0.0324 -0.2110 -0.3297 0.115
H 1.8169 -8.5456 3.5187 -0.0145 -0.0383 0.3710 0.088
H 1.3190 -7.0226 4.3160 0.1450 0.2119 -0.3059 0.081
H 0.1821 -8.3155 4.2576 0.2566 -0.4390 0.0006 0.063
H 1.3769 -5.5338 2.2250 0.0905 0.3352 -0.1216 0.065
H 2.6006 -6.7152 1.9091 -0.2233 -0.6746 0.1197 0.092
H 1.3569 -6.3908 0.6711 0.2678 0.2265 -0.0410 0.064
H -3.4680 -7.8762 4.0179 -0.1370 0.4665 -0.0728 0.080
H -1.8448 -7.6390 4.6030 0.2639 0.9944 -0.6693 0.076
H -2.3318 -9.0782 3.9731 0.2399 -0.3930 -0.4378 0.074
H -1.4139 -5.1258 2.1617 -0.0441 0.4084 0.1677 0.069
```
Forces are in eV/Å.